[1]
Density functional theory data (ωB97M-V/def2-TZVPD) for a structure of composition C13H33As3KN2OSbSe4.

```
58
Properties=species:S:1:pos:R:3:lowdin_charge:R:1
K 1.29723 -1.98881 -1.68823 0.127
C 2.67844 0.90371 1.30794 -0.322
As 1.00499 -0.02946 0.91648 1.085
C 0.76221 -0.78530 2.72468 -0.321
C -0.10725 1.59212 1.01852 -0.358
C -1.59997 1.51629 0.66381 -0.665
C -2.13204 2.95589 0.63028 -0.075
C -1.79949 0.94340 -0.75432 -0.365
As -1.85425 -1.01301 -1.06519 1.077
C -3.80036 -1.32229 -0.85046 -0.349
C -1.88402 -0.82694 -3.00921 -0.335
C -2.39136 0.65078 1.65897 -0.408
As -2.74451 1.05290 3.56847 1.114
C -1.34538 2.29561 4.19821 -0.356
C -4.16917 2.40725 3.38833 -0.364
H 2.58000 1.54388 2.18745 0.019
H 2.95125 1.50201 0.43797 0.015
H 3.45108 0.15364 1.47702 0.019
H 0.86362 -0.03105 3.50809 0.002
H 1.53883 -1.53997 2.85432 0.016
H -0.20766 -1.27528 2.81596 0.000
H 0.37517 2.25462 0.29205 0.078
H 0.03250 2.04153 2.00363 0.048
H -1.64676 3.50270 -0.18078 0.091
H -1.92269 3.48212 1.56284 0.054
H -3.21125 2.97479 0.45487 0.080
H -0.99453 1.29026 -1.41256 0.037
H -2.74295 1.32089 -1.16397 0.073
H -4.37452 -0.49004 -1.26317 0.017
H -4.06498 -1.46272 0.19760 -0.005
H -4.06128 -2.23045 -1.39532 0.010
H -2.70722 -0.17338 -3.30523 0.028
H -1.98936 -1.80370 -3.47810 0.015
H -0.93661 -0.39151 -3.33591 -0.032
H -1.95199 -0.35024 1.66230 0.015
H -3.41011 0.51695 1.27624 0.051
H -0.39353 1.77334 4.27599 -0.008
H -1.63539 2.62195 5.19827 0.008
H -1.22487 3.17135 3.56412 0.006
H -5.01329 1.96219 2.86010 0.010
H -3.85245 3.30391 2.86058 0.003
H -4.50216 2.68001 4.39068 0.003
Se 4.86188 -0.99208 -4.56519 -0.195
Sb 2.42877 -0.54763 -4.77845 -0.398
Se 1.26615 -2.75708 -4.67072 -0.301
Se 1.73329 0.90607 -2.82649 -0.253
Se 1.88555 0.61206 -6.84278 -0.378
C 3.94372 -4.50895 -1.92205 -0.092
N 4.49417 -3.16932 -1.85676 0.005
C 4.04445 -2.27593 -0.93815 -0.713
N 4.45708 -0.98007 -1.15207 0.138
O 3.33221 -2.58620 0.03362 -0.108
H 4.73315 -5.21808 -2.17982 0.071
H 3.15750 -4.56940 -2.68093 0.049
H 3.53940 -4.77046 -0.94628 0.073
H 4.75337 -2.75353 -2.75786 -0.003
H 4.74089 -0.78165 -2.12153 -0.052
H 3.76450 -0.30770 -0.84786 0.016
```

Computed properties:
2S+1: 1
Relative energy (zero: lowest compared OMol25 entry of this formula, charge and spin) in eV: 0.322
Total charge: -2
HOMO-LUMO gap in eV: 4.68


[2]
Density functional theory data (ωB97M-V/def2-TZVPD) for a structure of composition C13H33AsN4PbSSe.

```
54
Properties=species:S:1:pos:R:3:lowdin_charge:R:1
Pb -0.20672 -0.24378 0.10029 1.184
C 0.48489 2.26023 2.92707 -0.159
C -0.97510 1.85571 2.80043 -0.197
N -1.19367 0.44771 2.37834 -0.166
C -0.96030 -0.55419 3.45174 -0.177
C 0.17026 -1.53410 3.15675 -0.214
N -0.03958 -2.22105 1.87359 -0.178
C 1.01203 -3.20527 1.52684 -0.197
C 2.36532 -2.60548 1.12198 -0.163
C 2.61048 -2.33719 -0.36845 -0.200
N 2.24436 -0.96667 -0.79009 -0.166
C 3.24800 0.04583 -0.41668 -0.195
C 2.60586 1.38930 -0.11666 -0.196
N 1.62155 1.23160 0.97583 -0.181
C 1.22407 2.50425 1.61872 -0.192
H 1.03500 1.52421 3.52551 0.118
H 0.51323 3.18568 3.50366 0.132
H -1.46217 2.48748 2.05373 0.128
H -1.48285 2.03262 3.75234 0.130
H -2.17299 0.40053 2.11445 0.105
H -1.88412 -1.11078 3.62262 0.132
H -0.72994 -0.03930 4.38663 0.131
H 0.23051 -2.24766 3.98636 0.138
H 1.12626 -1.00671 3.12387 0.102
H -0.91878 -2.72654 1.94230 0.122
H 0.62305 -3.81149 0.70680 0.123
H 1.17081 -3.87953 2.37385 0.126
H 3.13239 -3.30235 1.45978 0.126
H 2.55044 -1.68680 1.68748 0.090
H 2.04099 -3.03952 -0.97951 0.124
H 3.66739 -2.51828 -0.58444 0.127
H 2.14356 -0.95781 -1.79989 0.117
H 4.00836 0.16455 -1.19182 0.138
H 3.76954 -0.29909 0.47966 0.125
H 2.09738 1.79923 -0.99327 0.131
H 3.38584 2.09815 0.17576 0.135
H 2.08189 0.67804 1.69799 0.102
H 0.60421 3.06765 0.91714 0.133
H 2.11932 3.10112 1.81349 0.131
Se -2.11215 1.21702 -1.70434 -0.055
C -3.49710 -3.23392 -3.42974 -0.234
As -3.61316 -1.32600 -3.53376 0.819
C -4.11147 -0.85997 -5.31930 -0.222
C -4.96863 -0.71257 -2.34203 -0.259
S -1.65405 -0.47686 -3.05019 -0.063
H -4.47141 -3.66040 -3.66529 0.056
H -3.19641 -3.52030 -2.42495 0.043
H -2.76308 -3.58729 -4.15147 0.052
H -5.00761 -1.42248 -5.57958 0.057
H -3.30089 -1.11437 -5.99870 0.053
H -4.31144 0.20840 -5.36698 0.057
H -5.91844 -1.12077 -2.68687 0.059
H -4.99344 0.37442 -2.36335 0.023
H -4.75117 -1.05104 -1.33232 0.045
```

Computed properties:
2S+1: 1
Relative energy (zero: lowest compared OMol25 entry of this formula, charge and spin) in eV: 0.000
Total charge: +2
HOMO-LUMO gap in eV: 7.61


[3]
Density functional theory data (ωB97M-V/def2-TZVPD) for a structure of composition C13H34N2O5Sr in a non-equilibrium geometry.

```
55
Properties=species:S:1:pos:R:3:lowdin_charge:R:1
Sr -0.37302 -0.08020 -0.23912 1.606
C 0.58435 -2.24557 -3.32269 -0.071
O 1.02464 -1.47670 -2.20308 -0.298
C 2.43010 -1.51206 -2.03342 -0.196
C 2.85498 -0.43616 -1.04737 -0.191
N 2.17222 -0.59689 0.23018 -0.133
C 2.54676 0.40212 1.24035 -0.183
C 2.19430 1.85273 0.93876 -0.178
O 0.79884 2.03752 0.66591 -0.335
C 0.42453 3.40701 0.79052 -0.062
H 1.21188 -2.08965 -4.20528 0.109
H -0.44357 -1.99661 -3.55773 0.091
H 0.72546 -3.30849 -3.10133 0.097
H 2.99527 -1.37202 -2.95859 0.143
H 2.70071 -2.50479 -1.64003 0.143
H 2.55264 0.51327 -1.50971 0.124
H 3.94863 -0.41551 -0.98661 0.147
H 2.50334 -1.50189 0.56256 0.136
H 3.61926 0.41978 1.47653 0.141
H 2.11096 0.10060 2.19819 0.118
H 2.74888 2.12784 0.03418 0.133
H 2.45689 2.49412 1.78001 0.141
H 1.07129 4.03401 0.16874 0.110
H 0.55318 3.71691 1.82812 0.108
H -0.58933 3.54870 0.43885 0.083
C -3.11685 2.25871 -0.17454 -0.043
O -2.10557 1.66779 0.66292 -0.340
C -2.57904 1.43206 1.99360 -0.195
C -1.46839 0.89330 2.86508 -0.169
N -0.82902 -0.30085 2.28842 -0.148
C -1.76599 -1.44177 2.23952 -0.196
C -1.01731 -2.70649 1.88202 -0.196
O -0.43274 -2.52870 0.59007 -0.317
C -0.40357 -3.78757 -0.10103 -0.045
H -3.39147 3.20637 0.28578 0.110
H -3.94049 1.56463 -0.33903 0.108
H -2.66665 2.44965 -1.14624 0.080
H -3.46253 0.78229 1.96493 0.131
H -2.98594 2.37282 2.38172 0.144
H -1.90472 0.71961 3.85618 0.143
H -0.71077 1.66653 3.00194 0.125
H -0.12610 -0.55089 2.98161 0.126
H -2.64161 -1.30910 1.59929 0.130
H -2.16535 -1.59232 3.25228 0.145
H -1.60156 -3.61395 2.03159 0.143
H -0.20592 -2.80972 2.62077 0.141
H 0.03361 -3.60588 -1.08447 0.066
H -1.40685 -4.16671 -0.29546 0.110
H 0.22971 -4.52223 0.39368 0.113
C -0.32051 1.19463 -3.47893 -0.080
O -0.33273 1.69330 -2.12001 -0.235
H -0.90728 1.88442 -4.08952 0.105
H 0.69403 1.18290 -3.87539 0.099
H -0.77739 0.21468 -3.58568 0.070
H -0.51416 2.63442 -2.14904 0.092
```

Computed properties:
2S+1: 1
Relative energy (zero: lowest compared OMol25 entry of this formula, charge and spin) in eV: 0.400
Total charge: +2
HOMO-LUMO gap in eV: 10.81